Arrangement 1

{"formula": "C5H5NO", "method": "ωB97M-V/def2-TZVPD", "elements": ["C", "C", "H", "H", "C", "N", "H", "C", "H", "H", "O", "C"], "positions_angstrom": [[-1.285, -0.371, -0.168], [0.968, 1.232, -0.287], [1.777, 1.669, -0.886], [0.050, -0.793, -1.737], [-0.078, -0.682, -0.662], [-1.915, -1.057, 2.228], [-2.103, -0.017, -0.785], [1.119, -0.256, 0.122], [2.087, -0.685, -0.159], [0.989, -0.323, 1.210], [-0.037, 1.860, -0.073], [-1.593, -0.603, 1.210]], "lowdin_charge": [-0.119, -0.231, 0.127, 0.120, -0.117, 0.148, 0.119, -0.115, 0.112, 0.124, 0.059, -0.227], "homo_energy_ev": -9.7, "total_charge": 0, "smiles": "N#C/C=C\\CC=O", "e_lumo_ev": -0.30}

---

Arrangement 2

{"formula": "C5H5NO", "method": "ωB97M-V/def2-TZVPD", "elements": ["C", "H", "C", "H", "C", "N", "C", "H", "O", "H", "C", "H"], "positions_angstrom": [[-0.279, 1.089, -0.258], [0.795, -0.504, -0.448], [0.049, -0.222, 0.194], [0.284, 1.484, -1.149], [0.045, -1.495, 1.173], [0.569, -2.616, 0.935], [-1.034, 2.392, 0.068], [-1.112, 2.940, -0.872], [-2.142, 2.750, 2.256], [-0.242, -1.148, 2.134], [-1.733, 2.588, 1.178], [0.735, -2.676, -0.065]], "lowdin_charge": [-0.085, 0.021, -0.033, 0.097, -0.230, 0.085, -0.096, 0.101, 0.191, 0.072, -0.169, 0.046], "homo_energy_ev": -8.7, "total_charge": 0, "smiles": "[H]/N=C\\C=C/C=C=O", "e_lumo_ev": 0.15}

---

What is the stability order? It is arrangement 1, arrangement 2, from most stable to least stable.

---

Arrangement 1

{"formula": "C3H2N2O", "method": "ωB97M-V/def2-TZVPD", "elements": ["N", "H", "N", "H", "C", "O", "C", "C"], "positions_angstrom": [[3.096, -1.265, 0.325], [0.231, -0.519, -0.818], [-2.184, 0.820, -0.174], [-1.291, 0.977, 0.373], [-2.982, 0.260, -0.851], [0.313, 0.658, 0.838], [2.061, -0.764, 0.235], [0.756, -0.167, 0.073]], "lowdin_charge": [0.202, 0.127, 0.001, 0.032, -0.091, 0.065, -0.125, -0.211], "homo_energy_ev": -11.5, "total_charge": 0, "e_lumo_ev": -1.79}

---

Arrangement 2

{"formula": "C3H2N2O", "method": "ωB97M-V/def2-TZVPD", "elements": ["O", "H", "N", "C", "N", "C", "C", "H"], "positions_angstrom": [[0.410, -0.044, -1.323], [-0.391, -0.332, -1.877], [-1.063, -1.974, 0.556], [-0.268, 1.128, 0.621], [-0.538, 2.122, 1.257], [-0.286, -1.076, 0.578], [0.551, 0.071, 0.007], [1.586, 0.105, 0.182]], "lowdin_charge": [-0.011, 0.183, 0.163, -0.143, 0.180, -0.137, -0.383, 0.148], "homo_energy_ev": -11.9, "total_charge": 0, "smiles": "N#CC(O)C#N", "e_lumo_ev": 0.08}

---

Arrangement 3

{"formula": "C3H2N2O", "method": "ωB97M-V/def2-TZVPD", "elements": ["C", "N", "O", "C", "N", "H", "H", "C"], "positions_angstrom": [[-0.349, -0.021, 0.064], [-1.416, 0.963, 0.026], [-3.679, 0.126, 0.071], [-1.624, -1.116, 0.003], [-2.336, 0.069, -0.015], [0.081, 0.064, 1.044], [0.481, 0.142, -0.802], [-0.614, -1.915, 0.005]], "lowdin_charge": [-0.186, 0.161, -0.039, -0.165, -0.257, 0.105, 0.180, 0.200], "homo_energy_ev": [-10.7, -10.7], "total_charge": 0, "e_lumo_ev": [-1.03, -1.03]}

---

What is the stability order? It is arrangement 1, arrangement 2, arrangement 3, from most stable to least stable.

---

Arrangement 1

{"formula": "CFOPS", "method": "ωB97M-V/def2-TZVPD", "elements": ["S", "O", "P", "C", "F"], "positions_angstrom": [[2.480, 0.267, 0.749], [-0.594, -0.516, 1.641], [0.347, -0.069, 0.621], [-0.678, 0.120, -0.873], [0.181, 0.463, -1.835]], "lowdin_charge": [0.118, -0.383, 0.398, -0.071, -0.062], "homo_energy_ev": [-10.1, -10.1], "total_charge": 0, "e_lumo_ev": [-3.37, -3.38]}

---

Arrangement 2

{"formula": "CFOPS", "method": "ωB97M-V/def2-TZVPD", "elements": ["O", "C", "F", "P", "S"], "positions_angstrom": [[-1.606, -0.188, 0.465], [-0.450, -0.179, 0.194], [0.060, 0.775, -0.592], [2.196, -0.967, -0.354], [2.836, 0.630, 0.317]], "lowdin_charge": [0.073, -0.425, -0.105, 0.342, 0.115], "homo_energy_ev": [-9.3, -8.1], "total_charge": 0, "e_lumo_ev": [-1.90, -2.06]}

---

Arrangement 3

{"formula": "CFOPS", "method": "ωB97M-V/def2-TZVPD", "elements": ["C", "S", "P", "O", "F"], "positions_angstrom": [[2.003, 0.405, 0.458], [-2.524, 0.048, 0.662], [-1.725, 0.480, -1.024], [2.534, -0.423, 1.010], [-0.288, -0.511, -1.106]], "lowdin_charge": [-0.018, 0.115, 0.418, 0.028, -0.542], "homo_energy_ev": -10.4, "total_charge": 0, "e_lumo_ev": -1.68}

---

What is the stability order? It is arrangement 3, arrangement 2, arrangement 1, from most stable to least stable.